# 1
Computed, not measured: C27H51F3Li2O17PS6 as an isolated structure, with wB97M-V/def2-TZVPD.

Each line ends with the Löwdin charge.
Geometry (Å):
Li  1.277  14.045  -9.221  0.713
Li  -3.825  13.650  -10.184  0.761
O  -2.210  13.261  -11.198  -0.337
P  -0.854  12.707  -11.266  0.171
O  0.337  13.250  -10.594  -0.337
F  -0.474  12.654  -12.770  -0.086
F  -0.923  11.203  -10.871  -0.108
C  5.666  12.634  -6.853  -0.171
C  4.906  11.580  -6.004  -0.204
C  3.491  11.477  -6.499  -0.215
S  3.660  11.509  -8.297  0.676
O  2.531  12.201  -8.897  -0.402
O  4.094  10.244  -8.794  -0.286
C  5.068  12.626  -8.262  -0.225
H  6.702  12.320  -6.888  0.119
H  5.491  13.636  -6.477  0.119
H  4.952  11.979  -4.993  0.123
H  5.390  10.611  -6.100  0.123
H  2.823  12.294  -6.220  0.117
H  2.948  10.577  -6.208  0.103
H  4.688  13.600  -8.587  0.088
H  5.717  12.423  -9.118  0.107
C  -4.401  9.014  -12.877  -0.196
C  -5.642  9.810  -13.205  -0.200
C  -6.295  10.206  -11.868  -0.190
S  -4.861  10.582  -10.801  0.717
O  -4.944  9.778  -9.614  -0.303
O  -4.805  12.039  -10.734  -0.430
C  -3.592  9.862  -11.903  -0.201
H  -3.812  8.846  -13.779  0.113
H  -4.612  8.065  -12.387  0.129
H  -6.437  9.301  -13.747  0.126
H  -5.402  10.738  -13.727  0.121
H  -6.906  9.416  -11.444  0.111
H  -6.813  11.161  -11.860  0.099
H  -2.995  9.294  -11.186  0.097
H  -2.913  10.631  -12.264  0.077
C  -4.047  15.325  -14.288  -0.211
C  -3.894  16.132  -12.990  -0.210
C  -3.158  17.432  -13.376  -0.212
S  -2.093  17.028  -14.792  0.660
O  -0.700  16.983  -14.451  -0.325
O  -2.543  17.795  -15.910  -0.295
C  -2.679  15.331  -14.897  -0.237
H  -4.845  15.732  -14.909  0.129
H  -4.364  14.316  -14.009  0.111
H  -3.214  15.593  -12.321  0.089
H  -4.779  16.452  -12.441  0.116
H  -2.577  17.901  -12.585  0.103
H  -3.847  18.176  -13.777  0.104
H  -1.974  14.792  -14.260  0.089
H  -2.508  14.937  -15.898  0.113
C  -0.953  8.218  -7.208  -0.186
C  0.349  9.021  -7.530  -0.198
C  -0.047  10.117  -8.507  -0.241
S  -1.556  10.732  -7.737  0.664
O  -2.464  11.442  -8.611  -0.348
O  -1.193  11.365  -6.507  -0.294
C  -2.202  9.084  -7.397  -0.193
H  -0.904  7.810  -6.200  0.115
H  -0.921  7.347  -7.863  0.113
H  1.064  8.381  -8.041  0.113
H  0.749  9.461  -6.619  0.102
H  -0.358  9.725  -9.478  0.085
H  0.572  10.997  -8.679  0.071
H  -2.668  8.780  -8.331  0.090
H  -2.862  9.188  -6.545  0.115
C  1.924  9.130  -11.515  -0.200
C  3.034  8.148  -11.924  -0.211
C  3.545  8.486  -13.303  -0.202
S  2.159  9.273  -14.186  0.675
O  1.497  8.396  -15.124  -0.319
O  2.636  10.566  -14.566  -0.316
C  1.053  9.266  -12.753  -0.236
H  2.253  10.070  -11.081  0.105
H  1.289  8.568  -10.824  0.105
H  2.643  7.129  -11.863  0.123
H  3.872  8.143  -11.225  0.117
H  4.085  7.759  -13.901  0.114
H  4.219  9.344  -13.233  0.096
H  0.479  8.359  -12.959  0.108
H  0.278  10.029  -12.797  0.068
C  2.659  13.608  -13.293  -0.220
C  4.143  13.374  -13.152  -0.212
C  4.517  13.634  -11.703  -0.202
S  3.542  15.099  -11.311  0.708
O  4.382  16.234  -11.547  -0.280
O  2.852  14.996  -10.024  -0.422
C  2.303  14.909  -12.582  -0.202
H  2.041  12.764  -12.991  0.089
H  2.369  13.750  -14.337  0.128
H  4.755  13.985  -13.824  0.132
H  4.459  12.381  -13.481  0.113
H  5.559  13.807  -11.463  0.114
H  4.082  12.826  -11.106  0.090
H  2.490  15.725  -13.273  0.117
H  1.297  14.951  -12.198  0.085
C  -1.555  10.902  -15.128  -0.045
C  -0.964  11.639  -16.341  -0.311
O  -2.104  12.014  -17.064  0.133
C  -3.188  11.296  -16.620  -0.548
O  -4.297  11.442  -16.952  0.215
O  -2.733  10.365  -15.746  0.052
F  -0.113  10.889  -17.079  0.088
H  -1.783  11.661  -14.376  0.110
H  -1.030  10.067  -14.680  0.124
H  -0.411  12.531  -16.042  0.165

## Properties
Total charge   +1
E_HOMO   -12.3 eV
Spin multiplicity   1
Total energy   -5383.693011 a.u.



# 2
Computed, not measured: a 7-piece molecular cluster, C27H51FN8O7 overall, with wB97M-V/def2-TZVPD.

Each line ends with the Löwdin charge.
Geometry (Å):
O  5.836  -0.013  1.280  0.031
C  4.627  0.081  0.969  -0.277
N  4.099  -0.644  -0.222  0.040
C  2.658  -0.251  -0.336  -0.169
C  2.204  0.058  1.167  -0.211
C  0.722  0.643  1.220  -0.098
C  0.105  1.481  0.041  0.029
C  -1.386  1.946  0.230  -0.016
C  -2.086  1.523  1.540  -0.126
N  -1.538  0.788  2.631  0.002
C  -0.189  0.375  2.438  -0.073
C  3.436  0.926  1.702  -0.126
F  3.437  2.238  1.120  -0.018
H  4.261  -1.653  -0.070  0.132
H  2.028  -1.080  -0.817  0.111
H  2.580  0.662  -1.026  0.119
H  2.117  -0.965  1.665  0.153
H  0.695  1.726  -0.915  0.096
H  -1.912  2.540  -0.591  0.041
H  -3.188  1.845  1.647  0.097
H  0.279  -0.246  3.291  0.107
H  3.445  0.821  2.839  0.166
C  -0.755  -2.083  -3.279  -0.004
C  0.512  -2.660  -2.708  -0.549
O  0.685  -2.780  -1.499  -0.010
N  1.480  -3.054  -3.576  0.008
C  1.463  -2.994  -5.024  -0.076
H  -1.430  -1.815  -2.466  0.085
H  -0.530  -1.182  -3.853  0.086
H  -1.251  -2.821  -3.913  0.080
H  2.299  -3.431  -3.120  0.137
H  1.589  -4.009  -5.409  0.084
H  2.305  -2.380  -5.350  0.087
H  0.535  -2.572  -5.411  0.025
C  8.283  1.428  1.261  -0.033
C  9.374  2.423  1.552  -0.550
O  9.547  3.421  0.864  0.020
N  10.185  2.187  2.622  -0.005
C  10.141  1.076  3.548  -0.084
H  7.723  1.750  0.383  0.085
H  8.717  0.447  1.054  0.089
H  7.596  1.368  2.106  0.072
H  10.892  2.896  2.755  0.137
H  9.990  1.473  4.554  0.080
H  11.103  0.559  3.509  0.080
H  9.344  0.374  3.313  0.076
C  -1.987  -3.864  5.162  -0.007
C  -0.802  -3.289  4.433  -0.551
O  -0.001  -2.538  4.979  0.004
N  -0.633  -3.627  3.125  0.007
C  -1.461  -4.490  2.311  -0.074
H  -1.989  -3.506  6.192  0.084
H  -2.914  -3.541  4.682  0.072
H  -1.926  -4.955  5.176  0.084
H  0.181  -3.204  2.703  0.132
H  -0.843  -5.314  1.947  0.082
H  -1.824  -3.912  1.459  0.086
H  -2.308  -4.891  2.864  0.076
C  -3.835  0.125  4.598  -0.027
C  -4.801  -0.919  5.087  -0.552
O  -5.108  -1.890  4.406  0.012
N  -5.339  -0.762  6.329  -0.002
C  -5.105  0.305  7.276  -0.083
H  -3.493  -0.139  3.598  0.051
H  -4.326  1.099  4.550  0.085
H  -2.966  0.170  5.258  0.088
H  -5.977  -1.503  6.586  0.138
H  -4.709  -0.133  8.195  0.082
H  -6.061  0.788  7.494  0.080
H  -4.404  1.046  6.898  0.075
C  -1.376  -0.461  -8.455  -0.005
C  -1.578  -1.437  -7.328  -0.516
O  -0.669  -1.753  -6.569  0.003
N  -2.817  -1.973  -7.163  0.011
C  -4.009  -1.729  -7.947  -0.074
H  -0.340  -0.121  -8.458  0.087
H  -1.584  -0.944  -9.412  0.088
H  -2.025  0.408  -8.320  0.088
H  -2.875  -2.618  -6.388  0.142
H  -4.782  -1.338  -7.282  0.086
H  -4.345  -2.680  -8.365  0.085
H  -3.834  -1.021  -8.754  0.075
C  -3.373  5.132  -3.221  -0.006
C  -3.563  4.395  -1.922  -0.520
O  -3.061  3.296  -1.718  -0.006
N  -4.318  4.986  -0.959  0.012
C  -4.989  6.267  -1.008  -0.074
H  -2.749  4.536  -3.887  0.086
H  -4.339  5.294  -3.704  0.086
H  -2.874  6.086  -3.041  0.088
H  -4.400  4.432  -0.117  0.144
H  -4.604  6.887  -0.196  0.086
H  -6.058  6.101  -0.855  0.085
H  -4.836  6.777  -1.957  0.075

## Properties
Total charge   0
E_HOMO   -8.4 eV
Spin multiplicity   1
Total energy   -2123.930212 a.u.



# 3
Computed, not measured: C27H51N2O3OsSSb2Si as an isolated structure, with wB97M-V/def2-TZVPD.

Each line ends with the Löwdin charge.
Geometry (Å):
Os  2.031  -1.407  0.625  0.341
C  1.764  0.255  4.230  -0.259
Sb  1.573  -1.578  3.202  1.292
C  2.941  -2.953  4.037  -0.247
C  -0.364  -2.378  3.625  -0.270
C  -0.341  -3.879  3.567  -0.301
C  -0.072  -4.576  4.747  -0.045
C  -0.037  -5.958  4.777  -0.038
C  -0.284  -6.674  3.614  -0.037
C  -0.560  -5.995  2.440  -0.045
C  -0.588  -4.601  2.391  -0.294
C  -0.905  -3.947  1.075  -0.272
Sb  0.862  -3.598  -0.074  1.295
C  0.237  -3.471  -2.092  -0.257
C  1.960  -5.395  0.095  -0.245
H  2.675  0.766  3.929  0.022
H  1.792  0.044  5.298  0.035
H  0.898  0.871  3.998  0.015
H  2.794  -2.964  5.117  0.039
H  3.961  -2.652  3.810  0.023
H  2.734  -3.944  3.638  0.016
H  -1.058  -1.913  2.928  0.060
H  -0.612  -2.030  4.629  0.084
H  0.086  -4.021  5.665  0.125
H  0.160  -6.475  5.707  0.123
H  -0.283  -7.755  3.626  0.123
H  -0.790  -6.561  1.544  0.123
H  -1.423  -2.993  1.161  0.061
H  -1.521  -4.604  0.460  0.084
H  -0.164  -4.434  -2.402  0.035
H  1.073  -3.200  -2.734  0.013
H  -0.534  -2.707  -2.163  0.014
H  1.329  -6.201  -0.277  0.037
H  2.202  -5.581  1.139  0.019
H  2.872  -5.344  -0.496  0.016
C  -4.396  2.531  -2.624  -0.017
C  -3.313  1.677  -3.252  -0.576
C  -3.236  1.860  -4.752  -0.009
C  -3.417  0.220  -2.849  -0.015
O  -1.979  2.148  -2.743  -0.086
Si  -1.454  2.955  -1.513  0.439
S  0.682  0.086  0.196  0.155
O  -2.211  2.884  -0.140  -0.092
C  -2.223  3.791  1.055  -0.581
C  -0.966  3.486  1.845  -0.022
C  -2.263  5.222  0.556  -0.011
C  -3.484  3.413  1.803  -0.010
O  -0.083  3.707  -1.594  -0.093
C  0.734  4.270  -2.722  -0.579
C  1.624  5.303  -2.065  -0.010
C  -0.217  4.889  -3.727  -0.012
C  1.517  3.111  -3.304  -0.014
H  -5.364  2.241  -3.032  0.113
H  -4.246  3.586  -2.864  0.103
H  -4.434  2.400  -1.543  0.083
H  -4.160  1.504  -5.207  0.109
H  -2.406  1.292  -5.172  0.098
H  -3.117  2.912  -5.011  0.095
H  -4.351  -0.196  -3.227  0.108
H  -3.416  0.119  -1.762  0.090
H  -2.592  -0.352  -3.274  0.089
H  -0.072  3.715  1.262  0.087
H  -0.952  2.434  2.138  0.074
H  -0.947  4.094  2.749  0.108
H  -1.356  5.478  0.005  0.081
H  -2.335  5.903  1.404  0.113
H  -3.140  5.387  -0.072  0.104
H  -3.465  2.361  2.089  0.094
H  -4.367  3.598  1.193  0.098
H  -3.564  4.016  2.708  0.107
H  1.031  6.101  -1.620  0.097
H  2.278  5.747  -2.815  0.108
H  2.243  4.847  -1.293  0.094
H  -0.829  5.661  -3.257  0.104
H  -0.858  4.135  -4.186  0.079
H  0.355  5.366  -4.523  0.113
H  2.147  2.655  -2.539  0.087
H  2.160  3.471  -4.107  0.108
H  0.845  2.359  -3.721  0.089
N  4.862  -0.827  -0.126  0.023
C  5.864  -1.112  -0.953  -0.005
C  5.438  -2.127  -1.800  0.009
C  4.147  -2.405  -1.405  -0.107
N  3.778  -1.615  -0.371  -0.247
H  4.836  -0.140  0.612  0.165
H  6.806  -0.591  -0.891  0.153
H  6.004  -2.593  -2.587  0.130
H  3.456  -3.125  -1.809  0.099

## Properties
Total charge   +3
Energy above the lowest of the compared OMol25 structures with the same formula, charge and spin   20.6 kcal per mole
E_HOMO   -15.8 eV
Spin multiplicity   1
Total energy   -2652.674973 a.u.